Record 1
ORCA calculation (the ωB97M-V functional and the def2-TZVPD basis) on a cluster of 8 separate species, C52H96BN10O12 in total.

The geometry in XYZ format:
```
171
C52H96BN10O12 | the Open Molecules 2025 dataset | the ωB97M-V functional and the def2-TZVPD basis
C 5.368 -1.400 2.691
C 4.697 0.044 2.650
C 3.854 0.097 1.327
O 2.747 1.023 1.364
C 1.870 0.685 0.280
C 0.768 -0.389 0.651
C -0.360 -0.489 -0.471
C -1.814 -0.234 0.064
C -2.880 -0.974 -0.599
C -4.248 -0.787 -0.064
C -4.275 0.103 1.085
C -3.127 0.775 1.648
N -1.893 0.577 1.136
N 0.075 0.113 -1.762
C -0.768 -0.260 -2.966
C 0.064 -0.304 -4.309
C 0.258 -1.751 -4.888
C 1.357 -1.616 -6.047
C 0.836 -2.802 -3.851
C -0.358 -3.814 -3.506
C -0.426 -4.184 -1.985
C -1.237 -5.241 -1.598
C -0.654 -6.347 -0.651
C -2.720 -5.389 -2.032
C 0.578 1.530 -1.787
C -0.295 2.603 -2.537
C -1.758 2.916 -2.169
O -2.188 2.791 -0.808
C -3.551 3.137 -0.798
O -4.431 2.398 -1.105
C 1.332 2.003 -0.466
B 2.757 2.708 -0.847
O 3.186 3.948 -0.329
O 3.697 2.044 -1.674
C 0.605 3.008 0.472
C 0.238 4.384 0.085
C -0.439 5.274 1.027
C -0.694 4.709 2.345
N -0.343 3.478 2.779
C 0.274 2.692 1.866
H 6.056 -1.500 3.565
H 5.911 -1.555 1.718
H 4.551 -2.174 2.727
H 5.519 0.796 2.557
H 4.065 0.218 3.555
H 3.496 -0.957 1.121
H 4.533 0.369 0.473
H 2.536 0.194 -0.496
H 1.331 -1.369 0.673
H 0.345 -0.299 1.677
H -0.381 -1.599 -0.693
H -2.734 -1.663 -1.464
H -5.138 -1.303 -0.474
H -5.268 0.276 1.566
H -3.240 1.470 2.514
H 0.916 -0.458 -1.968
H -1.053 -1.333 -2.764
H -1.728 0.296 -3.018
H -0.510 0.280 -5.085
H 1.064 0.197 -4.234
H -0.715 -2.059 -5.356
H 1.632 -2.637 -6.402
H 0.994 -0.930 -6.849
H 2.237 -1.116 -5.550
H 1.713 -3.316 -4.303
H 1.098 -2.310 -2.870
H -1.347 -3.332 -3.768
H -0.241 -4.715 -4.159
H 0.129 -3.623 -1.183
H -1.459 -6.753 0.013
H 0.127 -5.845 -0.015
H -0.213 -7.132 -1.310
H -3.385 -4.646 -1.510
H -3.140 -6.399 -1.753
H -2.886 -5.299 -3.156
H 1.449 1.473 -2.516
H 0.310 3.553 -2.510
H -0.274 2.341 -3.636
H -1.966 3.990 -2.476
H -2.480 2.323 -2.807
H -3.787 4.204 -0.522
H 3.410 4.573 -1.039
H 4.413 2.665 -1.908
H 0.474 4.800 -0.916
H -0.721 6.296 0.708
H -1.238 5.371 3.067
H 0.566 1.680 2.238
C -5.591 -4.490 -4.329
O -4.378 -4.355 -4.229
N -6.507 -3.568 -3.968
C -7.932 -3.800 -4.117
C -6.053 -2.309 -3.415
H -6.039 -5.409 -4.736
H -8.352 -3.036 -4.777
H -8.409 -3.737 -3.138
H -8.123 -4.783 -4.541
H -5.411 -1.805 -4.142
H -5.469 -2.502 -2.511
H -6.902 -1.672 -3.173
C -4.496 -7.952 -6.647
O -5.566 -7.372 -6.641
N -3.339 -7.444 -7.130
C -2.099 -8.194 -7.104
C -3.342 -6.106 -7.692
H -4.387 -8.972 -6.243
H -1.358 -7.643 -6.519
H -1.732 -8.319 -8.126
H -2.247 -9.176 -6.657
H -3.670 -5.396 -6.929
H -4.043 -6.067 -8.528
H -2.344 -5.837 -8.037
C 6.083 6.704 3.077
O 7.154 7.268 3.190
N 5.908 5.446 2.608
C 4.600 4.835 2.499
C 7.073 4.679 2.198
H 5.136 7.196 3.359
H 4.578 3.930 3.113
H 4.416 4.571 1.456
H 3.820 5.516 2.839
H 7.750 4.576 3.047
H 7.592 5.214 1.399
H 6.776 3.696 1.848
C 9.367 1.565 1.858
O 8.295 2.145 1.909
N 10.522 2.106 1.414
C 11.762 1.355 1.383
C 10.520 3.483 0.953
H 9.476 0.518 2.185
H 12.503 1.860 2.007
H 12.127 1.307 0.355
H 11.614 0.343 1.756
H 10.193 4.135 1.766
H 9.818 3.584 0.123
H 11.517 3.776 0.628
C -0.296 4.491 8.061
O 0.197 4.997 9.052
N -0.394 5.085 6.850
C -0.995 4.420 5.709
C 0.119 6.433 6.689
H -0.714 3.471 8.078
H -0.260 4.345 4.911
H -1.850 5.008 5.363
H -1.334 3.419 5.975
H 1.184 6.445 6.928
H -0.399 7.102 7.379
H -0.030 6.776 5.666
C -9.151 -7.540 -3.135
O -8.896 -6.375 -2.885
N -10.158 -7.964 -3.931
C -10.402 -9.371 -4.183
C -11.021 -6.977 -4.554
H -8.557 -8.367 -2.713
H -10.320 -9.564 -5.255
H -11.408 -9.627 -3.845
H -9.680 -9.991 -3.653
H -10.420 -6.316 -5.181
H -11.503 -6.378 -3.778
H -11.780 -7.467 -5.162
C 3.178 8.405 12.032
O 4.245 8.980 12.142
N 3.017 7.140 11.577
C 1.710 6.517 11.471
C 4.190 6.385 11.181
H 2.227 8.890 12.305
H 1.690 5.620 12.095
H 1.528 6.239 10.432
H 0.925 7.198 11.801
H 4.867 6.298 12.033
H 4.707 6.915 10.379
H 3.903 5.392 10.839
```

Results
Charge: +1



Record 2
ORCA calculation (the ωB97M-V functional and the def2-TZVPD basis) on a cluster of 2 separate species, C6H17NO in total.

The geometry in XYZ format:
```
25
C6H17NO | the Open Molecules 2025 dataset | the ωB97M-V functional and the def2-TZVPD basis
C -0.020 -1.822 -2.027
N -0.446 -0.931 -0.945
C 0.610 -0.108 -0.399
C 0.946 1.144 -1.256
C 0.374 0.250 1.065
C 1.653 0.905 1.687
C -0.842 1.158 1.250
H -0.767 -1.813 -2.813
H -0.016 -2.852 -1.647
H 1.000 -1.616 -2.354
H -1.290 -0.405 -1.105
H 1.536 -0.704 -0.407
H 0.107 1.349 -1.936
H 0.952 2.037 -0.625
H 1.808 1.054 -1.915
H 0.247 -0.681 1.608
H 2.405 1.079 0.910
H 1.433 1.861 2.169
H 2.058 0.264 2.480
H -0.565 2.209 1.201
H -1.345 0.910 2.181
H -1.581 1.014 0.463
O -3.084 -1.251 0.687
H -2.610 -1.962 0.248
H -2.562 -1.086 1.480
```

Results
ΔE to the lowest compared entry with this formula, charge and spin (kcal per mole): 19.2
Charge: 0



Record 3
ORCA calculation (the ωB97M-V functional and the def2-TZVPD basis) on a cluster of 3 separate species, C16H30Cl2N2O3 in total.

The geometry in XYZ format:
```
53
C16H30Cl2N2O3 | the Open Molecules 2025 dataset | the ωB97M-V functional and the def2-TZVPD basis
C 3.868 -1.896 0.054
C 3.185 -1.723 -1.339
Cl 3.670 -0.156 -2.107
C 3.415 -2.942 -2.318
Cl 4.880 -3.876 -1.837
C 2.132 -3.821 -2.479
C 2.488 -4.948 -3.424
N 2.695 -5.822 -4.098
C 1.550 -4.363 -1.134
C 2.307 -5.647 -0.810
N 2.845 -6.544 -0.401
C 0.041 -4.762 -1.201
C -0.885 -3.689 -1.829
C -0.818 -2.297 -1.114
O -2.120 -1.678 -1.158
H 3.654 -2.887 0.489
H 3.442 -1.114 0.713
H 4.953 -1.726 -0.047
H 2.100 -1.692 -1.133
H 3.643 -2.493 -3.302
H 1.410 -3.188 -3.034
H 1.680 -3.636 -0.315
H -0.071 -5.743 -1.700
H -0.302 -4.904 -0.154
H -0.781 -3.603 -2.930
H -1.927 -4.050 -1.679
H -0.536 -2.401 -0.049
H -0.139 -1.659 -1.705
H -2.755 -2.260 -0.718
C -2.697 1.687 1.341
C -1.336 1.944 0.712
C -1.421 3.008 -0.370
O -0.834 0.731 0.152
H -3.409 1.327 0.593
H -2.624 0.914 2.109
H -3.099 2.595 1.795
H -0.629 2.258 1.483
H -2.090 2.693 -1.176
H -0.439 3.175 -0.820
H -1.785 3.955 0.033
H -1.450 0.438 -0.533
C -1.609 5.113 3.982
C -1.757 5.535 2.528
C -1.509 7.026 2.356
O -3.071 5.215 2.070
H -2.337 5.632 4.612
H -1.800 4.043 4.091
H -0.607 5.329 4.357
H -1.054 4.973 1.910
H -2.234 7.608 2.933
H -1.629 7.315 1.311
H -0.504 7.300 2.682
H -3.701 5.706 2.609
```

Results
Charge: 0



Record 4
ORCA calculation (the ωB97M-V functional and the def2-TZVPD basis) on a structure of composition C2H6N4.

The geometry in XYZ format:
```
12
C2H6N4 | the Open Molecules 2025 dataset | the ωB97M-V functional and the def2-TZVPD basis
C -1.037 -1.300 0.884
C 0.373 0.841 -0.377
N 1.571 1.462 -0.520
N -0.585 1.014 0.492
N -1.297 -0.074 0.132
N -0.117 -0.142 -1.172
H 1.714 2.240 0.108
H 1.838 1.668 -1.472
H 0.558 -0.890 -1.340
H -1.409 -2.156 0.320
H -1.628 -1.226 1.804
H 0.019 -1.438 1.140
```

Results
ΔE to the lowest compared entry with this formula, charge and spin (kcal per mole): 89.6
Charge: 0



Record 5
ORCA calculation (the ωB97M-V functional and the def2-TZVPD basis) on a structure of composition C4H5LiOSm.

The geometry in XYZ format:
```
12
C4H5LiOSm | the Open Molecules 2025 dataset | the ωB97M-V functional and the def2-TZVPD basis
C -0.859 1.770 -0.031
C 0.029 0.833 0.264
C 1.362 0.330 0.172
H -1.875 1.717 0.370
H -0.652 2.528 -0.789
H 1.755 0.071 -0.818
H 2.095 0.572 0.945
O -0.441 -1.725 -0.246
C 0.104 -0.862 0.644
Sm -2.416 -1.536 -1.571
Li 1.158 -2.706 -0.615
H -0.259 -0.992 1.676
```

Results
Spin multiplicity: 7
Charge: +2



Record 6
ORCA calculation (the ωB97M-V functional and the def2-TZVPD basis) on the ion C4H4BrCl2N2 with charge +1.

The geometry in XYZ format:
```
13
C4H4BrCl2N2 | the Open Molecules 2025 dataset | the ωB97M-V functional and the def2-TZVPD basis
C 1.512 3.101 1.350
C 0.791 0.862 0.149
C 0.564 2.307 2.074
C 0.175 -0.287 -0.596
N 1.699 1.619 -0.256
N 0.231 1.223 1.431
Cl 0.089 2.712 3.604
Cl 3.084 2.924 2.119
Br 0.997 4.777 0.607
H 0.989 -0.950 -0.945
H -0.164 0.115 -1.479
H -0.745 -0.678 -0.141
H -0.485 0.684 1.969
```

Results
ΔE to the lowest compared entry with this formula, charge and spin (kcal per mole): 55.2
Charge: +1



Record 7
ORCA calculation (the ωB97M-V functional and the def2-TZVPD basis) on a structure of composition C7H17Br2HfNO6.

The geometry in XYZ format:
```
34
C7H17Br2HfNO6 | the Open Molecules 2025 dataset | the ωB97M-V functional and the def2-TZVPD basis
Hf 1.091 0.953 1.505
Br 0.038 -0.630 3.669
Br 3.674 1.143 2.709
N 2.328 2.508 -0.734
O 2.506 3.108 -1.769
O 2.257 1.235 -0.626
O 1.866 2.995 0.246
C -3.141 1.523 -0.910
C -1.611 1.821 -0.941
C -1.468 3.296 -1.217
O -0.862 1.314 0.171
H -3.784 2.181 -0.326
H -3.200 0.539 -0.446
H -3.586 1.499 -1.905
H -1.333 1.327 -1.873
H -0.479 3.523 -1.614
H -1.628 3.897 -0.322
H -2.075 3.652 -2.050
C -1.942 -2.086 0.301
O -0.551 -1.654 0.400
C 0.307 -2.561 -0.284
C 1.617 -1.730 -0.370
O 2.074 -1.212 0.882
C 2.490 -2.335 1.748
H -2.176 -1.953 -0.755
H -2.615 -1.507 0.934
H -1.879 -3.148 0.537
H -0.059 -2.847 -1.270
H 0.411 -3.552 0.157
H 1.566 -0.887 -1.059
H 2.257 -2.442 -0.892
H 3.017 -3.145 1.243
H 1.712 -2.821 2.337
H 3.177 -2.003 2.526
```

Results
ΔE to the lowest compared entry with this formula, charge and spin (kcal per mole): 0.0
Charge: 0



Record 8
ORCA calculation (the ωB97M-V functional and the def2-TZVPD basis) on a cluster of 2 separate species, C19H31BrF10N2O10PS in total.

The geometry in XYZ format:
```
75
C19H31BrF10N2O10PS | the Open Molecules 2025 dataset | the ωB97M-V functional and the def2-TZVPD basis
C 1.613 -2.484 -0.644
C 0.734 -1.226 -0.625
Br 1.687 0.186 -1.657
C -0.663 -1.448 -1.263
C -1.915 -1.442 -0.329
C -1.651 -2.436 0.827
F -0.877 -1.828 1.773
F -2.729 -2.894 1.431
F -0.946 -3.496 0.412
C -2.350 0.000 0.167
O -2.869 0.020 1.468
C -1.258 1.091 0.019
C -1.771 2.500 0.366
N -1.961 3.295 -0.873
C -3.416 0.406 -0.852
O -4.182 1.302 -0.847
O -3.321 -0.497 -1.923
C -3.132 -1.769 -1.309
P -2.855 -2.942 -2.743
O -2.066 -2.316 -3.814
O -2.185 -4.189 -2.032
O -4.279 -3.431 -3.231
S -4.736 -2.295 -0.501
O -4.684 -3.728 -0.495
O -5.000 -1.568 0.702
C -6.145 -1.802 -1.681
F -6.708 -2.963 -2.042
F -5.699 -1.175 -2.781
C -7.244 -0.959 -0.964
F -7.786 -1.733 -0.003
F -6.731 0.154 -0.429
C -8.403 -0.526 -1.917
F -9.238 0.226 -1.214
F -9.061 -1.574 -2.383
F -7.949 0.186 -2.935
H 2.655 -2.226 -0.836
H 1.575 -2.995 0.318
H 1.307 -3.161 -1.442
H 0.702 -0.821 0.377
H -0.821 -0.735 -2.070
H -0.601 -2.417 -1.749
H -2.143 0.191 2.081
H -0.881 1.120 -1.001
H -0.429 0.820 0.682
H -2.715 2.446 0.904
H -1.012 2.994 0.975
H -1.432 4.157 -0.817
H -2.931 3.576 -0.953
H -1.785 -4.739 -2.729
H -4.478 -2.969 -4.063
C 9.318 1.352 0.195
O 7.990 1.057 0.622
C 7.796 1.258 2.002
C 6.342 0.908 2.279
N 5.496 1.465 1.179
C 5.139 2.913 1.294
C 3.958 3.058 2.243
O 3.093 1.990 1.938
C 1.924 1.967 2.750
H 10.038 0.727 0.726
H 9.369 1.137 -0.867
H 9.549 2.407 0.364
H 8.019 2.298 2.274
H 8.442 0.602 2.591
H 5.990 1.298 3.230
H 6.202 -0.171 2.261
H 4.603 0.961 1.126
H 6.017 1.298 0.311
H 4.861 3.236 0.293
H 6.012 3.472 1.621
H 3.476 4.024 2.069
H 4.269 3.009 3.294
H 2.185 1.817 3.801
H 1.316 1.132 2.410
H 1.360 2.895 2.640
```

Results
Charge: +1



no.,E_tot (a.u.),F_max (Eh/bohr)
1,-3513.92773,0.079
2,-368.77031,0.028
3,-1883.21793,0.093
4,-298.70606,0.077
5,-895.44907,0.111
6,-3758.34105,0.082
7,-5979.04977,0.135
8,-5916.52067,0.023